Formula: C5H31NO9
Source: OMol25
Level of theory: ωB97M-V/def2-TZVPD

* molar mass: 249.301 Da
* LUMO energy: 0.33 eV
* HOMO: -0.353 Eh
* energy above the lowest of the compared OMol25 structures with the same formula, charge and spin: 0.157 eV
* gap between HOMO and LUMO: 9.936 eV

ORCA input file:
```
! RIJCOSX wB97M-V def2-TZVPD def2/J DEFGRID3
* xyz 0 1
C -0.59 2.79 -1.19
C -1.58 1.87 -0.51
C -1.75 0.53 -1.26
N -0.68 -0.42 -0.87
C -0.89 -1.75 -1.53
C 0.35 -2.59 -1.26
H -0.41 3.70 -0.66
H 0.38 2.30 -1.27
H -0.93 3.07 -2.22
H -2.51 2.37 -0.39
H -1.29 1.66 0.52
H -2.76 0.07 -0.99
H -1.75 0.71 -2.39
H 0.23 -0.04 -1.10
H -1.06 -1.62 -2.63
H -1.79 -2.21 -1.06
H 0.23 -3.67 -1.68
H 0.57 -2.66 -0.18
H 1.19 -2.19 -1.77
O -2.62 0.82 2.74
H -1.76 0.47 2.43
H -2.72 1.72 2.49
O -0.63 -0.69 1.73
H -0.68 -0.59 0.75
H -1.35 -1.28 1.99
O 3.44 -0.84 0.22
H 3.49 0.08 0.44
H 2.87 -1.20 0.97
O -2.99 -1.83 2.37
H -3.59 -1.97 1.64
H -3.23 -0.95 2.69
O 1.83 -1.55 2.25
H 1.79 -2.48 2.53
H 0.87 -1.34 2.04
O 1.21 1.06 2.61
H 1.75 0.30 2.94
H 0.42 0.53 2.31
O 0.32 0.14 -3.71
H 0.93 0.38 -4.47
H 0.91 0.21 -3.00
O 2.12 0.42 -1.74
H 2.61 -0.30 -1.24
H 2.23 1.15 -1.07
O 2.71 1.74 0.53
H 2.03 1.46 1.29
H 3.07 2.60 0.73
*
```